No. 1
102
Properties=species:S:1:pos:R:3:forces:R:3 method="wB97M-V/def2-TZVPD" gap_ev="5.67 / 7.17" charge=+2 multiplicity=2 largest_force_ev_per_a=1.0 e_above_lowest_kcal_mol=29.9
Hf -0.3202 -0.2374 0.1838 -0.8531 -0.3430 0.2680
C 0.6333 1.2447 -3.9298 -0.0019 0.0113 -0.0372
C 0.1938 0.4303 -2.7596 -0.0715 -0.0851 0.0145
N 0.3296 0.8849 -1.5168 0.1462 0.5001 -0.6263
N 0.9088 2.1430 -1.4079 -0.1096 -0.3481 0.1308
C 0.6820 2.7256 -0.2742 0.2612 0.3251 0.0255
N 1.3523 3.8814 -0.0283 -0.0128 0.0434 0.0176
S -0.3657 2.1782 1.0401 0.1167 -0.0034 -0.0966
C -0.3891 -0.8714 -2.8502 0.1620 0.2139 -0.3184
C -0.6350 -1.5259 -4.0768 -0.0264 -0.0627 0.2396
C -1.2064 -2.7685 -4.0838 0.0265 0.0596 0.1059
C -1.5107 -3.3825 -2.8524 0.0004 -0.0308 -0.0385
C -1.2474 -2.7118 -1.6950 0.0442 0.0049 0.0839
N -0.7206 -1.4616 -1.6565 0.3321 0.1293 0.0649
H 0.3166 2.2803 -3.8154 -0.0155 -0.0041 0.0195
H 0.2463 0.8634 -4.8687 -0.0126 -0.0296 -0.0111
H 1.7233 1.2659 -3.9926 0.0127 0.0008 0.0199
H 1.8488 4.2935 -0.8035 -0.0092 0.0027 0.0016
H 0.9954 4.5068 0.6733 -0.0013 -0.0119 -0.0002
H -0.3710 -1.0429 -5.0029 0.0063 0.0277 -0.0482
H -1.4072 -3.2697 -5.0187 -0.0231 -0.0602 -0.0292
H -1.9338 -4.3746 -2.8049 -0.0158 -0.0409 -0.0328
H -1.4398 -3.1680 -0.7313 -0.0112 0.0285 -0.0681
C -4.1479 -2.1351 0.0510 -0.1391 -0.1333 0.0871
P -2.8308 -1.3938 1.0718 0.3702 0.0609 -0.0985
C -2.8559 -2.5187 2.4980 -0.0585 -0.0103 0.1389
C -3.6216 0.1594 1.6283 -0.0585 0.0001 0.0199
C -3.9329 1.0430 0.4096 -0.1493 0.0358 -0.1067
P -2.5987 0.9948 -0.8795 0.2108 -0.2141 0.2966
C -3.2956 0.2009 -2.3674 -0.2361 0.0106 -0.1197
C -2.4869 2.7115 -1.4527 -0.1645 0.0934 -0.0427
H -5.0286 -2.2797 0.6823 0.0167 -0.0071 -0.0301
H -3.8440 -3.1062 -0.3387 0.0391 0.0079 0.0185
H -4.4317 -1.5099 -0.7886 0.0145 0.0393 -0.0147
H -3.8083 -2.4378 3.0243 -0.0050 -0.0246 0.0072
H -2.0454 -2.2972 3.1870 -0.0025 0.0362 0.0091
H -2.7383 -3.5478 2.1556 0.0089 0.0160 -0.0539
H -2.9301 0.6689 2.3048 0.0228 -0.0100 -0.0247
H -4.5251 -0.0561 2.2055 -0.0076 0.0063 -0.0551
H -4.0550 2.0826 0.7211 0.0368 -0.0326 -0.0005
H -4.8780 0.7458 -0.0520 0.0336 0.0142 0.0213
H -4.3401 0.4843 -2.5144 0.0156 -0.0035 0.0150
H -3.2088 -0.8824 -2.3405 -0.0452 -0.0056 0.0230
H -2.7334 0.5453 -3.2357 0.0168 0.0629 0.0262
H -3.4526 3.0115 -1.8665 0.0314 0.0018 0.0037
H -1.7311 2.7999 -2.2323 0.0408 -0.0339 0.0111
H -2.2294 3.3694 -0.6270 0.0003 0.0156 -0.0091
C 4.6315 0.5811 0.6845 -0.2090 0.0480 0.0479
C 3.1901 0.4205 0.5753 -0.1474 -0.2076 -0.1472
N 2.0658 0.2310 0.4554 0.0830 -0.0142 0.0849
H 5.0434 -0.2820 1.2078 0.0054 0.0338 0.0105
H 4.8418 1.4907 1.2421 0.1153 0.0224 0.0016
H 5.0591 0.6524 -0.3139 0.0359 0.0185 0.0002
C 4.0598 2.6204 8.0666 0.0477 0.0373 0.0726
C 3.2426 1.7965 7.1202 -0.0298 0.0023 -0.1006
C 2.6122 0.6334 7.5352 -0.0248 -0.1283 -0.0840
C 1.8589 -0.1551 6.6699 0.1541 0.1347 0.2188
C 1.2165 -1.3933 7.2386 -0.0439 -0.1610 0.0926
C 1.7416 0.2675 5.3401 -0.1568 0.0972 -0.0329
Te 0.3462 -0.9541 4.3358 -0.1493 -0.1775 -0.4189
N 0.2066 -1.0596 2.2780 0.3562 0.1547 0.2358
C 1.2775 -1.8511 2.0381 -0.0507 -0.4300 0.0997
O 2.1878 -1.9737 2.8589 0.3095 0.0339 0.1861
C 1.2078 -2.8029 0.8616 -0.2023 0.2086 0.2035
C 1.9653 -2.7343 -0.3006 0.0971 -0.0066 -0.1188
C 1.9355 -3.7901 -1.2072 0.0046 0.0851 0.0564
C 1.1863 -4.9204 -0.9353 -0.0152 -0.0250 -0.0198
C 0.4374 -4.9999 0.2346 0.0189 -0.0153 -0.0095
C 0.4328 -3.9415 1.1220 -0.0607 0.0277 -0.1591
C -1.3232 0.2906 4.6063 0.0815 0.1652 0.0452
C -1.2548 1.6111 4.1598 -0.1354 0.0108 0.0578
C -2.3351 2.4590 4.3157 0.0096 -0.0647 0.0250
C -3.4830 1.9862 4.9440 0.0216 0.1327 -0.0398
C -3.5298 0.6932 5.4212 0.0492 -0.1293 0.0096
C -2.4492 -0.1849 5.2787 -0.1096 0.1284 -0.0197
C -2.5649 -1.5379 5.9188 0.0079 -0.2220 -0.0100
C 2.3612 1.4268 4.8833 0.0988 0.0271 0.1722
C 2.3157 1.9000 3.4707 -0.1536 0.0118 -0.2491
C 3.1052 2.1713 5.7898 -0.0105 -0.0949 0.0229
H 4.0915 2.1749 9.0581 -0.0086 -0.0030 0.0166
H 3.6500 3.6265 8.1582 -0.0116 0.0165 -0.0041
H 5.0843 2.7174 7.7072 0.0145 0.0063 -0.0133
H 2.7135 0.3128 8.5642 0.0089 0.0008 0.0343
H 1.6323 -1.5865 8.2251 -0.0391 -0.0350 0.0114
H 1.3923 -2.2875 6.6366 0.0529 0.0411 0.0257
H 0.1360 -1.2822 7.3708 -0.0156 0.0347 -0.0312
H 2.5882 -1.8754 -0.5042 -0.0037 -0.1005 -0.0005
H 2.5236 -3.7339 -2.1124 0.0132 0.0088 -0.0289
H 1.1901 -5.7490 -1.6299 0.0013 -0.0254 -0.0142
H -0.1269 -5.8950 0.4538 -0.0425 -0.0360 0.0225
H -0.1351 -4.0040 2.0422 0.0107 0.0079 0.0366
H -0.3600 1.9816 3.6888 0.1348 0.0285 -0.0359
H -2.2786 3.4797 3.9647 0.0052 0.0381 -0.0134
H -4.3329 2.6398 5.0853 -0.0225 0.0177 -0.0080
H -4.4143 0.3468 5.9406 -0.0292 -0.0173 0.0205
H -2.5671 -1.4354 7.0045 -0.0122 0.0032 0.0318
H -1.7596 -2.2283 5.6626 -0.0373 0.0506 -0.0119
H -3.5047 -2.0134 5.6402 -0.0273 -0.0253 0.0295
H 1.6880 1.2841 2.8303 -0.0041 -0.0459 0.0003
H 3.3248 1.9032 3.0622 0.0712 0.0067 -0.0882
H 1.9423 2.9229 3.4102 -0.0085 0.0270 -0.0026
H 3.6002 3.0687 5.4379 0.0164 0.0433 -0.0179

No. 2
106
Properties=species:S:1:pos:R:3:forces:R:3 method="wB97M-V/def2-TZVPD" gap_ev=6.95 charge=+3 multiplicity=1 largest_force_ev_per_a=0.8 e_above_lowest_kcal_mol=27.7
Sc 0.4370 0.6125 -0.5173 0.4608 0.6198 -0.1251
C 3.3213 3.1250 2.1808 -0.0985 0.0506 0.0582
C 2.0867 2.5897 1.5282 -0.2075 0.1580 0.4463
N 1.9229 2.3983 0.2786 0.1953 -0.3294 -0.6465
N 2.8805 2.8121 -0.6173 -0.4021 -0.2176 -0.0204
C 2.4225 3.0990 -1.8720 0.1554 0.0580 -0.0710
N 3.2753 3.7517 -2.6547 -0.0810 0.0511 -0.0766
S 0.8856 2.6618 -2.4066 0.0268 -0.0660 0.2362
C 0.8397 2.3659 2.3105 0.3829 0.0218 -0.1491
C 0.6812 2.9627 3.5389 -0.0310 0.0904 0.3013
C -0.5896 2.9984 4.1083 0.0936 0.0621 0.1310
C -1.6341 2.4203 3.4236 -0.0883 -0.1025 0.0135
C -1.3692 1.7868 2.2164 0.1117 -0.0089 0.1241
N -0.1605 1.7543 1.6571 -0.0416 -0.2543 -0.3792
H 3.2623 4.2092 2.3212 -0.0295 -0.0582 -0.0262
H 4.2229 2.9031 1.6119 0.0187 -0.0325 0.0029
H 3.4364 2.6705 3.1656 0.0218 0.0390 -0.0388
H 3.7167 3.2619 -0.2735 0.0214 0.0949 0.0492
H 4.1200 4.1792 -2.3047 0.0175 -0.0259 -0.0277
H 2.9654 4.0287 -3.5737 0.0281 -0.0148 -0.0026
H 1.5179 3.4339 4.0386 -0.0809 -0.0220 -0.0199
H -0.7486 3.4869 5.0624 0.0101 -0.0350 -0.0523
H -2.6440 2.4321 3.8126 0.0356 0.0043 -0.0118
H -2.1690 1.2886 1.6879 0.0081 0.0252 0.0118
N -4.1529 -3.5623 -3.4153 0.0760 0.1687 -0.0209
C -3.7404 -2.5345 -2.6515 -0.0802 -0.1899 0.0319
O -4.3215 -2.1411 -1.6575 0.0876 0.0156 0.0233
C -2.4665 -1.8353 -3.0645 -0.1283 0.0259 -0.0429
C -2.0944 -1.5613 -4.3739 0.0070 -0.1363 -0.1417
C -0.9543 -0.8073 -4.6073 -0.0705 -0.0362 -0.1226
C -0.2256 -0.3462 -3.5323 -0.1098 -0.1341 0.0068
N -0.5805 -0.6021 -2.2623 0.1901 0.2018 0.3925
C -1.6868 -1.3287 -2.0428 0.0696 0.0499 -0.1430
H -5.0181 -4.0220 -3.1776 -0.0086 -0.0040 0.0110
H -3.6150 -3.9208 -4.1842 -0.0198 -0.0146 -0.0023
H -2.6918 -1.9208 -5.2054 0.0249 0.0501 0.0406
H -0.6334 -0.5691 -5.6128 -0.0366 -0.0190 0.0158
H 0.6555 0.2588 -3.6622 0.0031 0.0190 0.0134
H -1.9760 -1.5159 -1.0175 -0.0482 0.0102 -0.0226
Te -1.0121 -1.3253 1.5999 -0.0765 0.0570 0.1277
C 0.0046 -1.0351 3.4196 0.1296 0.0751 0.0136
C -0.7571 -0.7672 4.5521 0.1207 -0.0313 0.1087
C -0.1266 -0.6378 5.7865 -0.0279 -0.0029 -0.0324
C 1.2522 -0.7726 5.8863 0.0064 -0.0176 -0.0642
C 2.0071 -1.0574 4.7527 -0.0795 -0.0033 -0.0493
C 1.3860 -1.1919 3.5146 -0.0313 0.0368 0.1861
C -0.9366 -3.4124 1.6632 -0.1017 -0.0896 -0.1657
C 0.2565 -4.1177 1.7718 -0.1372 -0.1820 0.1199
C 0.2084 -5.4964 1.9184 -0.0169 0.0166 -0.0177
C -1.0178 -6.1576 1.9378 0.0256 0.0250 -0.0088
C -2.2000 -5.4425 1.8212 -0.0176 0.0584 -0.0266
C -2.1680 -4.0559 1.6875 0.1102 -0.2822 -0.0425
H -1.8369 -0.6999 4.4903 0.0256 0.0388 -0.0165
H -0.7209 -0.4558 6.6744 0.0399 0.0040 -0.0500
H 1.7357 -0.6841 6.8520 -0.0280 -0.0061 -0.0578
H 3.0785 -1.2016 4.8346 -0.0491 0.0142 0.0083
H 1.9778 -1.4516 2.6470 -0.0716 0.0200 0.0697
H 1.2133 -3.6136 1.7768 -0.0334 0.0263 0.0431
H 1.1290 -6.0577 2.0264 -0.0473 0.0096 0.0053
H -1.0480 -7.2339 2.0542 0.0065 0.0495 0.0035
H -3.1538 -5.9546 1.8484 0.0469 0.0103 0.0010
H -3.0942 -3.4987 1.6149 0.0290 -0.0039 0.0132
C -1.1840 4.5167 -0.2796 -0.1029 -0.0102 -0.0684
C -2.3522 3.5317 -0.2214 0.1090 0.0652 -0.0062
P -2.0776 1.8719 -0.9623 0.2632 -0.0178 0.1177
C -2.3637 2.2052 -2.7383 -0.1724 0.1051 -0.0540
C -3.8097 2.5149 -3.1326 -0.0073 0.0343 -0.0835
C -3.5165 0.8658 -0.4282 -0.2469 0.1733 0.0281
C -4.7436 1.6292 0.0824 -0.0434 -0.0582 -0.0093
H -1.4498 5.4325 0.2498 -0.0116 -0.0304 -0.0197
H -0.9341 4.7929 -1.3037 -0.0050 -0.0194 0.0040
H -0.2845 4.1071 0.1793 0.0453 -0.0422 0.0456
H -3.2129 3.9463 -0.7452 -0.0783 0.0732 0.0358
H -2.6669 3.3926 0.8098 -0.0485 0.0086 0.0409
H -2.0045 1.3547 -3.3125 0.0120 -0.0793 -0.0502
H -1.7124 3.0451 -2.9939 -0.0430 0.0199 -0.0347
H -4.4749 1.6707 -2.9456 0.0384 0.0218 0.0068
H -3.8556 2.7380 -4.1996 -0.0030 -0.0106 0.0441
H -4.2085 3.3841 -2.6091 0.0269 -0.0206 -0.0156
H -3.1814 0.1621 0.3324 -0.0380 -0.0767 0.0637
H -3.7922 0.2375 -1.2740 -0.0511 -0.0454 -0.0786
H -4.5535 2.1256 1.0365 0.0047 -0.0237 -0.0440
H -5.5622 0.9260 0.2378 0.0275 0.0190 0.0115
H -5.0909 2.3854 -0.6210 0.0272 -0.0467 0.0155
N 4.5817 -0.2048 -2.3668 -0.0124 -0.0211 -0.0494
C 3.3357 -0.1266 -2.8521 0.2984 -0.1093 0.1892
O 2.3885 0.1922 -2.1283 -0.3785 0.0333 -0.1980
C 3.1894 -0.4361 -4.3171 0.0448 0.0704 -0.0107
I 2.5682 -2.4465 -4.6197 -0.0286 -0.1379 0.0771
H 4.7282 -0.1404 -1.3706 -0.0003 -0.0015 -0.0021
H 5.3509 -0.4967 -2.9463 0.0286 -0.0244 0.0131
H 4.1299 -0.3496 -4.8508 0.0174 0.1078 -0.0038
H 2.4484 0.2103 -4.7720 -0.0195 0.0476 -0.0376
N 1.1256 -2.8561 -0.9876 0.0294 0.1008 -0.0112
C 2.1640 -2.3223 -0.3032 0.1041 -0.1586 -0.1188
C 3.2797 -3.1344 -0.0038 -0.0349 -0.1191 -0.0202
C 4.3409 -2.6088 0.6718 0.2186 -0.0524 0.0662
C 4.3059 -1.2600 1.0598 0.1066 -0.1337 0.0545
C 3.1847 -0.5497 0.7516 -0.1115 0.0600 0.0513
N 2.1078 -1.0452 0.0970 -0.2731 0.3250 0.1413
H 1.2235 -3.7920 -1.3420 0.0255 -0.0432 0.0208
H 0.5220 -2.2547 -1.5170 0.0019 0.0462 -0.0129
H 3.2775 -4.1668 -0.3326 0.0129 0.0429 0.0185
H 5.2032 -3.2253 0.8951 -0.0366 0.0191 0.0069
H 5.1134 -0.8024 1.6159 -0.0210 -0.0333 -0.0423
H 3.1077 0.4772 1.0709 0.0193 0.0047 -0.0167